No. 1
C28H19BF10O2S | the ωB97M-V functional and the def2-TZVPD basis

Results
HOMO level in eV: -8.4
Gap between HOMO and LUMO in eV: 7.946
SMILES: Cc1ccc(-c2cc(C(F)(F)F)cc(C(F)(F)F)c2)s1.Fc1cc(F)cc(C(B2OCCO2)c2cc(F)cc(F)c2)c1
Max |F| in eV/Å: 4.12

The geometry in ORCA input format:
```
! wB97M-V def2-TZVPD RIJCOSX def2/J DEFGRID3
* xyz 0 1
C 2.1144 -3.5947 4.4545
C 1.4344 -3.2114 3.2092
C 1.2549 -3.9532 2.0541
C 0.4771 -3.2463 1.0873
C -0.0731 -2.0531 1.5732
C -1.2115 -1.3101 1.1332
C -1.8230 -0.3270 1.9428
C -3.1092 0.0704 1.6075
C -3.8725 1.0109 2.5232
F -5.1130 1.3120 2.0135
F -4.0477 0.4796 3.7820
F -3.1999 2.1975 2.7049
C -3.7434 -0.3844 0.4606
C -3.0536 -1.2131 -0.4216
C -3.5914 -1.5109 -1.8007
F -3.1231 -0.5746 -2.6916
F -3.1763 -2.7239 -2.2939
F -4.9513 -1.4932 -1.8562
C -1.8035 -1.6915 -0.0829
S 0.7178 -1.6381 3.0850
H 2.0048 -4.6657 4.6379
H 3.1881 -3.3602 4.4056
H 1.6600 -3.0593 5.2976
H 1.6494 -4.9501 1.8933
H 0.2699 -3.6024 0.0825
H -1.3042 0.0917 2.8165
H -4.7529 -0.0672 0.2524
H -1.2542 -2.3653 -0.7334
F -1.1034 0.1930 -5.2938
C 0.0856 0.3898 -4.6352
C 1.2731 0.0654 -5.2768
C 2.4349 0.3434 -4.5759
F 3.6524 0.2524 -5.2242
C 2.4291 0.7171 -3.2450
C 1.2068 0.9681 -2.5834
C 1.3376 1.5312 -1.1853
B 2.8286 1.3089 -0.5032
O 3.2859 1.9971 0.6082
C 4.1316 1.0514 1.3127
C 3.8875 -0.3051 0.6605
O 3.3357 0.0045 -0.6348
C 0.1251 1.9611 -0.4206
C 0.2935 3.0295 0.4805
C -0.8036 3.8233 0.8228
F -0.6246 4.8540 1.7122
C -2.0873 3.5759 0.3122
C -2.2307 2.4316 -0.4562
F -3.4693 2.1733 -1.0153
C -1.1867 1.5399 -0.6911
C 0.0210 0.8920 -3.3353
H 1.2849 -0.3348 -6.2794
H 3.3833 0.8565 -2.7372
H 1.7820 2.5580 -1.4165
H 5.1608 1.4064 1.1350
H 3.9159 1.0195 2.3840
H 4.8069 -0.8706 0.4685
H 3.2249 -0.9403 1.2759
H 1.2988 3.2893 0.8056
H -2.9268 4.2346 0.5077
H -1.3879 0.5725 -1.1497
H -0.9326 1.2449 -2.9629
*
```

---

No. 2
C28H19F2NO | the ωB97M-V functional and the def2-TZVPD basis

Results
HOMO level in eV: -6.4
Gap between HOMO and LUMO in eV: 2.829
Max |F| in eV/Å: 1.77

The geometry in ORCA input format:
```
! wB97M-V def2-TZVPD RIJCOSX def2/J DEFGRID3
* xyz 0 1
F 5.1659 -2.6478 3.3784
C 4.1506 -1.8241 2.9457
C 3.5092 -1.0252 3.8865
C 2.4851 -0.1841 3.4237
C 2.1281 -0.1660 2.0866
C 2.7745 -0.9990 1.1149
C 2.3133 -0.9164 -0.2309
C 2.7586 -1.5875 -1.4101
C 2.1064 -1.2355 -2.6312
C 2.4156 -1.8209 -3.8414
C 3.4219 -2.7945 -3.9292
C 4.0742 -3.1365 -2.7493
F 5.0748 -4.0802 -2.8184
C 3.7869 -2.5777 -1.5099
C 3.8304 -1.8358 1.5945
H 3.8037 -1.0573 4.9332
H 1.9705 0.4599 4.1359
H 1.3361 0.5010 1.7410
H 1.4886 -0.2165 -0.3937
H 1.3308 -0.4702 -2.5913
H 1.8776 -1.5268 -4.7419
H 3.6916 -3.2616 -4.8735
H 4.3506 -2.8996 -0.6471
H 4.3870 -2.4764 0.9263
C -2.9816 2.5434 3.2493
C -3.0451 1.2892 2.6242
C -2.2945 1.0476 1.4776
C -1.4804 2.0642 0.9113
C -0.7622 1.8264 -0.3160
C -1.2700 0.9678 -1.3763
O -0.5108 0.5071 -2.2390
C -2.7514 0.6684 -1.4793
C -3.7413 1.6231 -1.2013
C -5.0910 1.2609 -1.2024
C -5.4621 -0.0369 -1.5766
C -4.4828 -0.9552 -1.9763
C -3.1365 -0.5885 -1.9660
C 0.4125 2.5343 -0.6274
N 1.3782 3.1531 -0.8821
C -1.4072 3.3179 1.5750
C -2.1697 3.5561 2.7171
H -3.5684 2.7262 4.1530
H -3.6837 0.4957 3.0248
H -2.3337 0.0709 0.9876
H -3.4418 2.6431 -0.9494
H -5.8483 1.9902 -0.9027
H -6.5136 -0.3271 -1.5686
H -4.7613 -1.9612 -2.2952
H -2.3646 -1.2830 -2.3014
H -0.7910 4.1092 1.1410
H -2.1299 4.5359 3.2003
*
```

---

No. 3
C28H19F3N5O3RhS3Se | the ωB97M-V functional and the def2-TZVPD basis

Results
HOMO level in eV: -2.1
Gap between HOMO and LUMO in eV: 6.168
Max |F| in eV/Å: 3.65

The geometry in ORCA input format:
```
! wB97M-V def2-TZVPD RIJCOSX def2/J DEFGRID3
* xyz -2 1
Rh 1.2753 -1.0025 0.2914
O -1.9687 -0.6887 -3.9667
C -0.8880 -1.3026 -4.4937
C -0.8620 -1.5507 -5.8599
C 0.2168 -2.1999 -6.4434
C 1.2845 -2.6131 -5.6590
C 1.2869 -2.3503 -4.3085
C 0.2160 -1.6850 -3.6978
C 0.3117 -1.3649 -2.2866
O 1.4265 -1.5279 -1.6636
N -0.7629 -0.8710 -1.6695
N -0.5615 -0.5993 -0.3845
C -1.4840 0.0507 0.3017
C -1.3936 0.4389 1.6564
C -2.4574 1.1674 2.2252
C -2.4248 1.6193 3.5217
C -1.3302 1.3259 4.3340
C -0.2861 0.5749 3.8415
C -0.2622 0.1288 2.5039
O 0.7590 -0.5507 2.1003
H -1.7916 -0.5907 -2.9939
H -1.6997 -1.2195 -6.4583
H 0.2228 -2.3823 -7.5097
H 2.1185 -3.1329 -6.1084
H 2.1180 -2.6456 -3.6873
H -2.3844 0.3306 -0.2393
H -3.3101 1.3933 1.6004
H -3.2407 2.2142 3.9071
H -1.2908 1.7117 5.3418
H 0.5783 0.3541 4.4528
Se 0.4289 -3.7479 0.4281
C 1.8251 -4.9804 0.1033
C 1.9443 -5.6511 -1.1167
C 2.8957 -6.6430 -1.2369
N 3.7234 -7.0092 -0.2654
C 3.6282 -6.3413 0.8793
C 2.7141 -5.3365 1.1207
H 1.2956 -5.4028 -1.9440
H 3.0048 -7.1990 -2.1619
H 4.3279 -6.6506 1.6493
H 2.6774 -4.8302 2.0746
S 0.2548 4.3806 4.4220
C 0.3986 3.7901 2.8780
S 1.7088 2.7340 2.3862
C 0.9198 2.5795 0.7752
N -0.1554 3.2756 0.7007
N -0.4520 3.9678 1.8227
C -1.5486 4.8141 1.7261
C -2.4716 4.5668 0.7004
C -3.5363 5.4165 0.5067
C -3.7091 6.5308 1.3205
C -2.7951 6.7728 2.3358
C -1.7215 5.9337 2.5426
S 1.6146 1.7165 -0.4904
H -2.3105 3.7094 0.0669
H -4.2417 5.2170 -0.2892
H -4.5359 7.2090 1.1554
H -2.9078 7.6395 2.9725
H -1.0155 6.1417 3.3272
F 4.0405 -1.7028 -0.4103
C 3.2379 -1.3394 0.6342
F 3.4614 -2.3317 1.5599
F 3.8836 -0.2613 1.1781
*
```

---

No. 4
C28H19N2O4S5Tl | the ωB97M-V functional and the def2-TZVPD basis

Results
HOMO level (spin up / spin down) in eV: -1.3 / -1.3
Gap between HOMO and LUMO (spin up / spin down) in eV: 4.871 / 4.421
Max |F| in eV/Å: 1.54

The geometry in ORCA input format:
```
! wB97M-V def2-TZVPD RIJCOSX def2/J DEFGRID3
* xyz -2 1
Tl -0.1606 0.5620 0.2850
S -1.0842 -3.8211 0.3322
C -0.8240 -2.4927 -2.4047
C -1.3268 -2.7636 -3.6732
C -0.5654 -3.4339 -4.6091
C 0.7238 -3.8333 -4.2928
C 1.2600 -3.5106 -3.0589
C 0.5073 -2.8248 -2.1204
S 1.2380 -2.3596 -0.5732
C 2.7766 -1.4823 -1.1212
C 2.5148 -0.1684 -1.7766
C 2.6326 -0.0207 -3.1579
C 2.2933 1.2102 -3.7168
C 1.9016 2.2381 -2.9049
C 1.8525 2.0416 -1.4946
C 1.5437 3.0509 -0.6024
S -0.2523 3.1336 2.2947
C 0.9655 3.0856 3.5064
C 0.9027 4.0655 4.5115
C 1.8056 4.1189 5.5438
C 2.8479 3.1905 5.5939
C 2.9497 2.2355 4.6152
C 2.0228 2.1339 3.5617
S 2.2536 0.8698 2.4292
N 2.1650 0.8162 -0.9768
H -2.3334 -2.4455 -3.9023
H -0.9862 -3.6585 -5.5806
H 1.3136 -4.3927 -5.0078
H 2.2738 -3.7955 -2.8153
H 3.3409 -2.1502 -1.7708
H 3.2876 -1.3341 -0.1692
H 2.8874 -0.8641 -3.7811
H 2.3245 1.3394 -4.7914
H 1.5822 3.1857 -3.3102
H 1.1863 4.0063 -0.9382
H 1.6906 2.9053 0.4520
H 0.0919 4.7782 4.4509
H 1.7075 4.8762 6.3124
H 3.5760 3.2320 6.3950
H 3.7527 1.5123 4.6380
O -1.9716 0.5974 -3.8436
S -1.4889 0.4545 -2.4947
O -1.7826 1.5856 -1.6339
O -0.1244 -0.0112 -2.3875
O -2.4109 -0.7785 -1.8494
N -5.8418 0.2499 4.7013
C -5.0931 -0.0935 3.8965
C -4.2346 -0.5673 2.8912
C -4.6361 -0.4867 1.5529
C -3.8596 -1.0326 0.5557
C -2.6578 -1.6773 0.8699
C -2.2428 -1.7176 2.2073
C -3.0124 -1.1709 3.2078
C -1.8288 -2.3379 -0.1404
C -1.7056 -1.8686 -1.4196
H -5.5684 0.0074 1.3135
H -4.1805 -0.9685 -0.4727
H -1.3132 -2.2170 2.4368
H -2.6858 -1.2034 4.2372
*
```

---

No. 5
C28H20BiF9N6O5Se | the ωB97M-V functional and the def2-TZVPD basis

Results
HOMO level in eV: -7.9
Gap between HOMO and LUMO in eV: 7.168
Max |F| in eV/Å: 0.44

The geometry in ORCA input format:
```
! wB97M-V def2-TZVPD RIJCOSX def2/J DEFGRID3
* xyz 0 1
Bi 0.2210 -0.2874 -0.0019
C 3.6552 -0.5202 -3.1714
C 2.9857 -0.6825 -1.8328
O 1.9076 -0.0920 -1.6826
C 3.6308 -1.4658 -0.7842
C 5.0205 -1.6774 -0.8797
C 5.7246 -2.3396 0.0928
C 5.0271 -2.8378 1.2010
C 3.6695 -2.6716 1.3115
C 2.9270 -1.9856 0.3292
O 1.6211 -1.9283 0.4832
H 2.9271 -0.1294 -3.8769
H 4.0684 -1.4609 -3.5309
H 4.4717 0.2001 -3.0860
H 5.5554 -1.2767 -1.7302
H 6.7942 -2.4696 0.0063
H 5.5646 -3.3607 1.9828
H 3.1216 -3.0591 2.1605
Se -4.6127 -5.8475 -3.0613
N -3.8592 -5.6798 -1.4538
C -3.1613 -4.5796 -1.4871
C -2.4232 -4.0574 -0.3400
C -2.4454 -4.6518 0.9163
C -1.7855 -4.0481 1.9667
C -1.1372 -2.8442 1.7351
N -1.1094 -2.2718 0.5371
C -1.7072 -2.8731 -0.5074
C -1.6232 -2.1876 -1.8031
N -0.7629 -1.1311 -1.8970
C -1.0988 -0.1366 -2.8307
C -1.7338 -0.6469 -4.0698
C -2.3612 -1.8270 -4.0612
C -2.4010 -2.6048 -2.8489
C -3.1750 -3.8262 -2.7259
N -3.8970 -4.3385 -3.6903
H -2.9914 -5.5774 1.0471
H -1.7791 -4.4832 2.9558
H -0.6294 -2.3171 2.5348
H -0.2324 0.4906 -3.0383
H -1.7073 -0.0198 -4.9511
H -2.8613 -2.2129 -4.9401
C -3.9574 1.7911 2.1597
C -2.8363 1.4119 1.2440
N -1.6666 1.0848 1.6296
O -1.4858 1.1108 3.0047
C -2.9740 1.4678 -0.2430
C -3.9688 2.3636 -0.9104
N -2.1217 0.7577 -0.8673
O -2.1194 0.8757 -2.2212
H -4.0288 1.0736 2.9752
H -4.9051 1.8269 1.6267
H -3.7659 2.7670 2.6103
H -0.5285 1.2617 3.0720
H -4.3600 3.1094 -0.2215
H -4.8015 1.7788 -1.3074
H -3.4967 2.8648 -1.7533
F 2.4878 4.2266 3.1454
C 1.5143 3.4154 2.7179
F 0.4068 4.1546 2.5654
F 1.2600 2.5414 3.7016
C 1.8503 2.6589 1.3881
O 0.9707 1.6714 1.2073
C 1.7627 3.6772 0.2048
F 2.3454 3.1685 -0.8938
F 2.3485 4.8523 0.4604
F 0.4898 3.9209 -0.1124
C 3.3092 2.1116 1.4884
F 3.5511 1.2441 0.4961
F 4.2505 3.0594 1.4247
F 3.4801 1.4436 2.6360
*
```

---

No. 6
C28H20ClIN3O5Tm | the ωB97M-V functional and the def2-TZVPD basis

Results
HOMO level (spin up / spin down) in eV: -7.8 / -7.8
Gap between HOMO and LUMO (spin up / spin down) in eV: 6.929 / 6.930
Max |F| in eV/Å: 1.51

The geometry in ORCA input format:
```
! wB97M-V def2-TZVPD RIJCOSX def2/J DEFGRID3
* xyz 0 3
Tm -1.3437 -1.1474 -0.1677
C -1.9587 -0.4707 -3.4674
O -0.9559 -0.5070 -2.4472
C 0.3426 -0.2062 -2.7928
C 0.6950 0.1049 -4.0955
C 2.0104 0.4233 -4.4001
C 2.9692 0.4314 -3.4021
C 2.6083 0.1205 -2.1012
C 1.2991 -0.2045 -1.7732
N 0.8741 -0.5156 -0.4313
N 1.7800 -0.3528 0.4201
C 1.6175 -0.5794 1.7583
C 0.4028 -0.9037 2.4081
O -0.7253 -0.9614 1.7940
C 0.4227 -1.1651 3.8155
C 1.5646 -1.0723 4.5263
C 2.8095 -0.6988 3.9208
C 3.9817 -0.5840 4.6920
C 5.1689 -0.2194 4.1147
C 5.2059 0.0418 2.7352
C 4.0750 -0.0703 1.9647
C 2.8419 -0.4444 2.5395
H -1.7240 -1.1953 -4.2451
H -2.8909 -0.7288 -2.9784
H -2.0248 0.5325 -3.8864
H -0.0467 0.1051 -4.8784
H 2.2749 0.6644 -5.4213
H 3.9977 0.6761 -3.6324
H 3.3459 0.1141 -1.3121
H -0.5207 -1.4361 4.2713
H 1.5541 -1.2758 5.5924
H 3.9271 -0.7905 5.7554
H 6.0667 -0.1320 4.7125
H 6.1389 0.3349 2.2700
H 4.1198 0.1308 0.9047
Cl -4.9353 5.1815 -0.2040
C -4.4319 3.5153 -0.2994
C -5.3725 2.5376 -0.3867
C -4.9946 1.1838 -0.4795
I -6.4698 -0.2715 -0.6595
C -3.6717 0.7823 -0.4907
O -3.2869 -0.4635 -0.6204
C -2.6893 1.8263 -0.3496
N -1.3816 1.4272 -0.2748
C -0.4448 2.3349 -0.1783
C -0.7149 3.7143 -0.1423
C -2.0104 4.1338 -0.1806
C -3.0552 3.1857 -0.2773
H -6.4203 2.8048 -0.3926
H 0.5765 1.9763 -0.1107
H 0.1037 4.4172 -0.0691
H -2.2558 5.1867 -0.1358
C -1.1138 -5.1579 -0.1724
C -1.3034 -3.6759 -0.2540
O -0.6181 -2.9907 -1.0892
O -2.1455 -3.1011 0.4940
H -0.1386 -5.4396 -0.5599
H -1.8847 -5.6320 -0.7834
H -1.2446 -5.4942 0.8534
*
```

---

No. 7
C28H20F3NSSbTcTe | the ωB97M-V functional and the def2-TZVPD basis

Results
HOMO level (spin up / spin down) in eV: -10.8 / -11.3
Gap between HOMO and LUMO (spin up / spin down) in eV: 6.228 / 6.698
Max |F| in eV/Å: 0.79

The geometry in ORCA input format:
```
! wB97M-V def2-TZVPD RIJCOSX def2/J DEFGRID3
* xyz 1 4
Tc 0.7980 0.6081 0.9858
C -0.5286 0.6675 4.0111
C 0.9596 0.5399 4.0841
C 1.6135 0.5569 5.3334
C 2.9719 0.4785 5.3893
C 3.7280 0.3504 4.2041
C 5.1411 0.2405 4.1915
C 5.7969 0.0998 3.0053
C 5.0774 0.0533 1.7886
C 3.7132 0.1505 1.7737
S 2.8292 0.0109 0.2367
C 3.0257 0.3173 2.9952
N 1.6520 0.4412 2.9594
H -0.9961 0.2787 4.9142
H -0.9507 0.1277 3.1599
H -0.8112 1.7158 3.8998
H 1.0196 0.6388 6.2330
H 3.4849 0.5008 6.3437
H 5.6826 0.2724 5.1288
H 6.8748 0.0154 2.9843
H 5.6121 -0.0719 0.8551
Te 0.0195 2.9417 0.8055
F -6.7136 0.8572 0.3005
C -5.4254 0.6963 -0.0272
C -4.9214 1.4064 -1.0961
C -3.5836 1.2370 -1.4314
C -2.7778 0.3678 -0.7006
C -3.3213 -0.3283 0.3803
C -4.6553 -0.1719 0.7228
Sb -0.7378 0.1564 -1.1647
C -0.5231 -1.8767 -1.6859
C -0.7216 -2.8388 -0.6948
C -0.5397 -4.1870 -0.9629
C -0.1454 -4.5532 -2.2343
F 0.0304 -5.8537 -2.5018
C 0.0755 -3.6338 -3.2385
C -0.1146 -2.2880 -2.9532
C -0.5502 1.1263 -2.9920
C -1.3433 0.7213 -4.0693
C -1.2525 1.3802 -5.2855
C -0.3619 2.4317 -5.3987
F -0.2690 3.0658 -6.5723
C 0.4390 2.8531 -4.3574
C 0.3372 2.1902 -3.1430
H -5.5667 2.0765 -1.6480
H -3.1844 1.7989 -2.2676
H -2.7207 -1.0110 0.9718
H -5.1024 -0.7045 1.5509
H -1.0193 -2.5552 0.3093
H -0.6911 -4.9464 -0.2082
H 0.3933 -3.9718 -4.2155
H 0.0718 -1.5660 -3.7387
H -2.0430 -0.1010 -3.9725
H -1.8560 1.0942 -6.1362
H 1.1215 3.6789 -4.5045
H 0.9590 2.5150 -2.3170
*
```

---

No. 8
C28H20F6MgN2O5S8 | the ωB97M-V functional and the def2-TZVPD basis

Results
HOMO level in eV: -1.4
Gap between HOMO and LUMO in eV: 5.649
Max |F| in eV/Å: 0.56

The geometry in ORCA input format:
```
! wB97M-V def2-TZVPD RIJCOSX def2/J DEFGRID3
* xyz -2 1
Mg -0.2923 0.2780 0.7544
S 4.9897 -0.1188 5.8561
C 3.8346 -0.2650 4.6535
S 4.1899 -0.3357 2.9801
C 2.5636 -0.5143 2.3439
C 1.5915 -0.5408 3.2930
S -0.1312 -0.6794 3.0514
S 2.1540 -0.3902 4.9441
S 2.3630 -0.5967 0.6214
F -4.9568 2.0931 0.1065
C -4.5749 2.3528 1.3630
F -5.6344 2.1921 2.1698
F -4.1837 3.6349 1.4291
S -3.1857 1.2695 1.9144
O -2.1576 1.5495 0.9269
O -3.0062 1.6844 3.2659
N -3.8229 -0.1638 1.7997
S -3.3348 -1.3230 0.8491
O -1.9250 -1.2954 0.5240
O -3.9256 -2.5535 1.2606
C -4.1216 -1.0207 -0.7973
F -5.4542 -0.9294 -0.6734
F -3.6748 0.0893 -1.3748
F -3.8498 -2.0561 -1.6002
C -0.4259 0.3336 -3.7723
C 0.3519 1.4524 -4.0484
C 0.8514 2.2049 -2.9990
C 0.5738 1.8458 -1.6725
C -0.1782 0.6995 -1.3602
C -0.6650 -0.0271 -2.4538
C 1.0593 2.6973 -0.5460
C 1.7741 3.9072 -0.7991
C 2.2069 4.6785 0.2283
C 1.9303 4.2923 1.5589
C 2.3498 5.0413 2.6807
C 2.0446 4.6212 3.9441
C 1.2941 3.4408 4.1278
C 0.8741 2.7005 3.0585
C 1.1968 3.1012 1.7409
N 0.7950 2.3226 0.6915
H -0.8310 -0.2602 -4.5870
H 0.5704 1.7371 -5.0720
H 1.4633 3.0645 -3.2438
H -1.2499 -0.9259 -2.2698
H 1.9712 4.2126 -1.8140
H 2.7587 5.5945 0.0431
H 2.9232 5.9477 2.5168
H 2.3793 5.1871 4.8048
H 1.0519 3.1067 5.1286
H 0.2899 1.7993 3.2029
C -0.5144 -3.3091 -5.0965
C -0.1932 -3.4494 -3.6319
C 0.9376 -2.8519 -3.0887
C 1.2197 -2.9444 -1.7344
C 0.3690 -3.6665 -0.9093
C -0.7667 -4.2686 -1.4299
C -1.0425 -4.1541 -2.7840
S 0.6119 -3.8060 0.8735
C 2.3236 -4.3638 0.7930
O -0.1868 -5.0055 1.2760
H 0.2062 -2.6583 -5.5922
H -1.5079 -2.8779 -5.2376
H -0.5021 -4.2778 -5.6027
H 1.5901 -2.2649 -3.7249
H 2.0752 -2.4290 -1.3191
H -1.4194 -4.8127 -0.7593
H -1.9420 -4.6096 -3.1858
H 2.3903 -5.2306 0.1369
H 2.5975 -4.6245 1.8144
H 2.9391 -3.5318 0.4523
*
```

---

For the records above, the corresponding ΔE to the lowest compared entry with this formula, charge and spin values read 0.0, 0.0, 21.2, 0.0, 34.0, 6.1, 0.0, 0.0 kcal/mol.
For the records above, the corresponding total energy values read -72127.201, -38313.523, -151953.175, -99385.259, -144181.069, -94226.899, -65861.485, -151015.455 eV.